1.
Computed, not measured: C5H11N3 as an isolated structure at a distorted geometry, with wB97M-V/def2-TZVPD.

```
19
Properties=species:S:1:pos:R:3
N 0.74989 -0.75429 0.06940
N -0.98717 -2.24560 0.13042
N -1.11676 -0.56257 -1.42456
C -1.42417 0.52008 1.31382
C 1.82796 -0.40513 -0.82887
C -0.39953 -1.21862 -0.52754
C 0.40573 1.97177 0.44846
C -0.33763 0.69154 0.58963
H 2.60600 0.11293 -0.26895
H 1.55185 0.24539 -1.67200
H 1.48444 1.82965 0.47303
H 0.13163 2.51302 -0.45411
H 2.26105 -1.31151 -1.26644
H 0.20699 2.58787 1.32518
H -2.11310 -0.30819 1.26936
H -1.77633 1.31997 1.95014
H -0.63532 -2.49668 1.03935
H -0.53980 0.05543 -1.98778
H -1.89574 -2.54507 -0.17854
```

For the largest force on an atom, the calculation gives 0.076 hartree/bohr. As for the highest occupied orbital energy: -8.01 eV. The energy relative to the best compared isomer or geometry (same formula, charge and spin) is 85.2 kcal per mole.



2.
Computed, not measured: one molecule with the formula C5H11N3 at a distorted geometry, with wB97M-V/def2-TZVPD.

```
19
Properties=species:S:1:pos:R:3
N -0.34030 1.00771 -2.23740
N -0.15376 -0.84683 -0.03257
N -0.09182 -1.90443 0.80138
C 0.14568 0.97731 -0.84509
C 1.04030 -0.18918 -0.49686
C 0.99090 -2.59074 0.70179
C -0.89373 0.42652 0.18944
C -0.93490 1.15813 1.53291
H 0.50014 1.94117 -0.58308
H -1.02888 0.29403 -2.38906
H -1.32500 2.16705 1.37233
H -0.82554 1.88282 -2.43081
H 0.09152 1.24639 2.03514
H 1.62097 -0.72211 -1.29094
H 1.07650 -3.43436 1.39185
H 1.78630 0.00047 0.24814
H -1.60897 0.60884 2.18075
H 1.86221 -2.37586 0.04620
H -1.91162 0.35307 -0.19411
```

For the largest force on an atom, the calculation gives 0.041 hartree/bohr. As for the highest occupied orbital energy: -8.51 eV. The energy relative to the best compared isomer or geometry (same formula, charge and spin) is 61.5 kcal per mole.



3.
Computed, not measured: a 3-piece molecular cluster, C5H11N3 overall at a distorted geometry, with wB97M-V/def2-TZVPD.

```
19
Properties=species:S:1:pos:R:3
N -2.04286 -0.55559 1.52917
N -1.49962 -3.11123 -0.53552
N -2.26692 -0.56916 0.35920
C -1.00615 -2.39783 -1.30609
C 1.09375 0.56906 1.01686
C 1.67950 -0.55379 0.21980
C 0.02849 1.92420 -0.84548
C 0.33098 1.56620 0.57623
H 1.57599 -0.40035 -0.85211
H -1.41293 -0.75129 -0.44473
H -1.04126 2.09728 -0.97469
H 1.20164 -1.50097 0.48374
H 0.52647 2.86287 -1.10006
H 2.74148 -0.65251 0.44960
H -1.09740 -0.23999 1.84709
H 1.27167 0.49777 2.08518
H -0.49646 -2.28894 -2.24449
H 0.04243 2.33146 1.28925
H 0.37119 1.17281 -1.55294
```

For the largest force on an atom, the calculation gives 0.078 hartree/bohr. As for the highest occupied orbital energy: -8.35 eV. The energy relative to the best compared isomer or geometry (same formula, charge and spin) is 108.5 kcal per mole.



4.
Computed, not measured: one molecule with the formula C5H11N3 at a distorted geometry, with wB97M-V/def2-TZVPD.

```
19
Properties=species:S:1:pos:R:3
N -2.07586 -1.15400 -0.41252
N -0.42356 0.48364 -0.65354
N 0.80997 -2.22907 0.72866
C 1.25366 1.02803 1.28968
C -0.86501 0.98949 -1.93980
C -0.97018 -0.58427 -0.15778
C 1.07255 1.11368 -0.15290
C -0.08175 -1.40827 1.10571
H -0.69924 2.06669 -1.98205
H 1.74505 0.46577 -0.71607
H 0.68270 -0.07663 1.55627
H -0.79001 -1.60337 1.92670
H 2.28651 0.93766 1.60497
H 0.62904 1.69778 1.87204
H 0.85314 -3.07609 1.29558
H -2.19308 -2.07401 -0.00422
H -0.31222 0.52741 -2.76145
H -1.92440 0.76785 -2.06155
H 1.00270 2.12771 -0.53772
```

For the largest force on an atom, the calculation gives 0.093 hartree/bohr. As for the highest occupied orbital energy: -8.39 eV. The energy relative to the best compared isomer or geometry (same formula, charge and spin) is 85.6 kcal per mole.